Formula: C3H4O2S
Source: the Open Molecules 2025 dataset
Level of theory: ωB97M-V with the def2-TZVPD basis set

LUMO ... 6.3454 eV
Net charge ... -2
Energy ... -665.3394 Eh
Structure (SMILES) ... O=C([O-])CC[S-]
Orbital gap ... 5.3 eV

CARTESIAN COORDINATES (ANGSTROEM)
O1 0.161 1.225 -2.046
C1 0.704 0.827 -0.952
O2 1.889 0.601 -0.655
C2 -0.439 0.505 0.111
C3 -0.219 -0.922 0.559
S1 -0.822 -1.584 2.145
H1 -0.296 1.347 0.852
H2 -1.393 0.548 -0.534
H3 0.803 -0.917 0.751
H4 -0.387 -1.630 -0.231

=====

Formula: C12H27BeBr3Cl6KMgNO4P
Source: the Open Molecules 2025 dataset
Level of theory: ωB97M-V with the def2-TZVPD basis set

LUMO ... -6.5056 eV
Net charge ... +1
Energy ... -12467.7913 Eh
Orbital gap ... 2.9 eV

CARTESIAN COORDINATES (ANGSTROEM)
C1 -0.948 4.724 -1.247
C2 -1.266 3.306 -0.646
O1 -0.990 3.341 0.723
C3 -0.456 2.224 -1.337
N1 -1.239 1.053 -1.416
P1 -0.605 -0.413 -1.439
C4 0.457 -0.843 -2.897
C5 0.536 -0.693 -0.022
H1 0.075 4.932 -0.982
H2 -1.575 5.449 -0.745
H3 -1.097 4.777 -2.350
H4 -2.359 3.063 -0.674
H5 -0.103 3.702 0.815
H6 0.505 2.174 -0.826
H7 -0.295 2.584 -2.396
H8 -0.055 -0.842 -3.836
H9 0.772 -1.865 -2.721
H10 1.367 -0.252 -2.989
H11 1.034 0.181 0.365
H12 1.343 -1.360 -0.399
H13 0.017 -1.281 0.781
Be1 2.900 -2.658 -0.642
Br1 2.616 -1.510 2.026
Mg1 -2.684 3.332 -2.341
C6 -2.986 0.551 -5.641
Cl1 -2.268 0.183 -4.047
Cl2 -4.483 -0.330 -5.907
H14 -3.196 1.613 -5.689
H15 -2.277 0.275 -6.412
C7 -3.867 -0.092 -0.207
C8 -5.351 0.264 0.080
O2 -5.735 0.065 1.237
O3 -5.955 0.712 -0.920
H16 -3.357 -0.472 0.669
H17 -3.820 -0.843 -0.995
H18 -3.344 0.797 -0.545
C9 4.245 -4.966 2.359
Cl3 4.966 -5.122 3.946
Cl4 4.970 -6.078 1.211
Cl5 2.487 -5.222 2.443
H19 4.420 -3.957 2.009
Cl6 1.129 0.109 2.966
K1 -0.117 -2.506 1.679
Br2 7.344 -2.027 4.278
C10 8.002 -3.369 5.525
C11 9.392 -3.050 6.002
Br3 10.723 -3.450 4.646
H20 7.943 -4.325 5.017
H21 7.301 -3.356 6.357
H22 9.650 -3.672 6.855
H23 9.514 -2.005 6.265
C12 -7.056 3.155 -1.458
O4 -8.136 2.396 -1.014
H24 -7.417 4.153 -1.713
H25 -6.298 3.233 -0.667
H26 -6.602 2.693 -2.348
H27 -7.771 1.520 -0.791

=====

> Look up the orbital gap of the second one.

2.9 eV